*one*
# C2H9N4

A structure of composition C2H9N4 (wB97M-V/def2-TZVPD, the OMol25 dataset).

## Properties
Frontier orbital gap, eV: 11.592

Structure (ORCA input):
```
! wB97M-V def2-TZVPD RIJCOSX def2/J DEFGRID3
* xyz 1 1
C 2.187 0.739 -0.005
C -1.780 -1.168 -0.367
N 1.770 -0.414 -0.181
N 2.502 1.869 -0.040
N -0.678 0.912 0.311
N -0.704 -0.509 0.386
H -1.649 -0.972 -1.430
H -1.741 -2.239 -0.188
H -2.762 -0.798 -0.059
H 2.379 -1.184 -0.406
H 2.829 2.643 0.497
H -0.640 1.201 -0.662
H -1.507 1.337 0.729
H 0.573 -0.657 0.039
H -0.779 -0.760 1.377
*
```

*two*
# C2H9N4

The ion C2H9N4 with charge +1 (wB97M-V/def2-TZVPD, the OMol25 dataset).

## Properties
Frontier orbital gap, eV: 9.931
SMILES string: NN1C[C@]1(N)[NH3+]

Structure (ORCA input):
```
! wB97M-V def2-TZVPD RIJCOSX def2/J DEFGRID3
* xyz 1 1
N -1.618 0.886 0.550
N -0.838 -0.265 0.502
C -0.670 -0.963 -0.762
C 0.431 -0.219 -0.073
N 0.913 1.332 -0.469
N 1.532 -0.769 0.644
H -2.199 1.112 1.340
H -2.113 1.006 -0.358
H -1.215 -0.558 -1.664
H -0.544 -2.051 -0.621
H 0.155 1.894 -0.042
H 0.659 1.238 -1.444
H 1.187 -1.554 1.322
H 2.122 -0.007 1.113
H 2.199 -1.082 -0.038
*
```

Need the numbers? Relative energies in kcal/mol: *one* 0.0; *two* 41.2.